# 1
The molecule C5H7NO3S2 at a distorted geometry. Source: the OMol25 dataset; level of theory: the ωB97M-V functional and the def2-TZVPD basis.

SMILES   N[C@@H]1SC=CC=C1S(=O)(=O)O
F_max   6.95 eV/Å
2S+1   1
Gap between HOMO and LUMO   8.56 eV
DFT total energy   -34598.2370 eV
E_LUMO   -0.28 eV
Energy relative to the best compared isomer or geometry (same formula, charge and spin)   128.0 kJ/mol

The geometry in XYZ format:
```
18
Properties=species:S:1:pos:R:3:lowdin_charge:R:1
N 0.19 -2.14 0.98 -0.021
C 0.12 -1.36 -0.19 -0.597
S 1.79 -0.96 -0.79 0.919
C 2.21 0.73 -0.26 -0.368
C 1.32 1.66 0.12 -0.207
C -0.12 1.56 0.09 -0.098
C -0.71 0.32 -0.05 -0.196
S -2.41 -0.13 -0.06 0.646
O -3.37 0.93 0.20 -0.285
O -2.57 -1.34 0.75 -0.310
O -2.43 -0.52 -1.62 -0.099
H 0.79 -1.78 1.76 0.113
H -0.81 -2.38 1.24 0.091
H -0.49 -1.72 -1.02 0.072
H 3.30 0.67 -0.16 0.058
H 1.75 2.69 0.34 0.127
H -0.89 2.41 0.27 0.151
H -3.27 -0.59 -1.86 0.005
```

# 2
The molecule C5H7NOS at a distorted geometry. Source: the OMol25 dataset; level of theory: the ωB97M-V functional and the def2-TZVPD basis.

SMILES   C[C@@]1(C=S)NCC1=O
F_max   3.26 eV/Å
2S+1   1
Gap between HOMO and LUMO   8.42 eV
DFT total energy   -19668.7614 eV
E_LUMO   -0.35 eV
Energy relative to the best compared isomer or geometry (same formula, charge and spin)   274.1 kJ/mol

The geometry in XYZ format:
```
15
Properties=species:S:1:pos:R:3:lowdin_charge:R:1
C -0.27 -0.77 1.31 -0.023
C -0.35 -0.01 -0.06 -0.564
C -1.58 -0.56 -0.59 -0.628
S -3.03 0.18 -0.84 0.672
N 0.00 1.42 -0.10 0.040
C 1.30 1.17 -0.75 -0.076
C 0.86 -0.33 -0.95 -0.337
O 1.34 -1.27 -1.46 0.158
H 0.51 -0.28 2.07 0.128
H -1.26 -0.66 1.82 0.087
H 0.05 -1.84 1.13 0.107
H -1.47 -1.70 -0.76 0.114
H 0.11 1.90 0.73 0.079
H 1.65 1.74 -1.59 0.103
H 2.13 1.01 0.02 0.140
```

# 3
The molecule C5H7NOS at a distorted geometry. Source: the OMol25 dataset; level of theory: the ωB97M-V functional and the def2-TZVPD basis.

F_max   5.55 eV/Å
2S+1   1
Gap between HOMO and LUMO   8.61 eV
DFT total energy   -19667.1409 eV
E_LUMO   -0.64 eV
Energy relative to the best compared isomer or geometry (same formula, charge and spin)   430.5 kJ/mol

The geometry in XYZ format:
```
15
Properties=species:S:1:pos:R:3:lowdin_charge:R:1
C -2.04 -1.15 1.09 -0.162
C -2.23 -1.29 -0.28 -0.176
C -0.19 -0.18 0.47 -0.384
C 2.13 0.77 -0.89 -0.109
C 1.39 0.82 0.53 -0.078
N -0.82 -0.57 1.48 0.042
O -1.63 1.02 -1.15 -0.508
S -0.94 -0.31 -1.09 0.926
H -2.63 -1.62 1.87 0.105
H -3.02 -1.74 -0.73 0.031
H 2.85 -0.03 -0.97 0.066
H 2.63 1.69 -0.97 0.050
H 1.40 0.61 -1.64 0.010
H 1.09 1.78 1.03 0.095
H 2.01 0.20 1.26 0.091
```

# 4
A structure of composition C5H7NS at a distorted geometry. Source: the OMol25 dataset; level of theory: the ωB97M-V functional and the def2-TZVPD basis.

F_max   7.60 eV/Å
2S+1   1
Gap between HOMO and LUMO   9.01 eV
DFT total energy   -17619.1921 eV
E_LUMO   0.93 eV
Energy relative to the best compared isomer or geometry (same formula, charge and spin)   429.7 kJ/mol

The geometry in XYZ format:
```
14
Properties=species:S:1:pos:R:3:lowdin_charge:R:1
C 1.12 1.32 0.27 -0.122
C 0.35 0.01 1.15 -0.361
C 0.41 0.59 -0.89 -0.547
C -1.05 0.60 -0.61 -0.295
C -1.09 0.09 0.80 -0.412
H 2.18 1.33 0.37 0.069
H 0.65 2.39 0.31 0.127
H 0.67 -0.48 2.16 0.125
H 0.66 0.90 -1.95 0.127
H -1.62 1.38 -1.18 0.161
H -2.65 -0.42 -0.42 0.140
H -1.57 0.37 1.65 0.111
N -1.68 -0.59 -0.15 0.008
S 0.94 -1.06 -0.26 0.870
```

# 5
A cluster of 2 separate species, C5H7NS in total at a distorted geometry. Source: the OMol25 dataset; level of theory: the ωB97M-V functional and the def2-TZVPD basis.

⟨S²⟩   2.02
F_max   3.59 eV/Å
2S+1   3
Gap between HOMO and LUMO (alpha / beta)   5.99 / 6.84 eV
DFT total energy   -17617.2991 eV
E_LUMO (alpha / beta)   -0.49 / -2.30 eV
Energy relative to the best compared isomer or geometry (same formula, charge and spin)   164.3 kJ/mol

The geometry in XYZ format:
```
14
Properties=species:S:1:pos:R:3:lowdin_charge:R:1
C 2.06 -0.17 0.67 -0.171
C 3.34 1.29 -1.05 -0.041
C 2.71 0.56 -0.18 -0.090
C -1.48 -0.49 -0.31 -0.175
C -1.51 0.56 0.77 -0.717
N 1.52 -1.15 1.26 0.109
S -1.49 0.21 2.35 0.685
H 2.94 2.18 -1.36 0.020
H 4.30 0.90 -1.50 0.090
H -1.39 -1.44 0.28 0.075
H -2.49 -0.54 -0.55 0.043
H -0.75 -0.24 -1.12 0.101
H -1.39 1.60 0.34 0.072
H 0.64 -0.84 1.76 0.000
```

# 6
A structure of composition C5H7NS2 at a distorted geometry. Source: the OMol25 dataset; level of theory: the ωB97M-V functional and the def2-TZVPD basis.

F_max   3.54 eV/Å
2S+1   1
Gap between HOMO and LUMO (alpha / beta)   7.72 / 7.72 eV
DFT total energy   -28456.4723 eV
E_LUMO (alpha / beta)   -0.52 / -0.52 eV
Energy relative to the best compared isomer or geometry (same formula, charge and spin)   231.0 kJ/mol

The geometry in XYZ format:
```
15
Properties=species:S:1:pos:R:3:lowdin_charge:R:1
C 0.16 -1.59 -0.13 -0.705
C -1.76 0.46 0.17 -0.825
C 1.04 -2.40 -0.74 -0.044
C 0.51 -0.23 0.51 -0.185
C 0.01 2.08 -0.03 -0.057
N -0.50 0.77 0.24 -0.262
S -3.15 1.23 0.07 0.690
S -1.56 -1.97 0.16 0.725
H 0.64 -3.40 -1.06 0.065
H 2.15 -2.27 -0.68 0.073
H 0.53 -0.30 1.51 0.091
H 1.42 0.28 0.14 0.127
H 0.88 1.98 -0.67 0.080
H -0.82 2.76 -0.42 0.094
H 0.45 2.61 0.93 0.133
```

# 7
The molecule C5H7NS2 at a distorted geometry. Source: the OMol25 dataset; level of theory: the ωB97M-V functional and the def2-TZVPD basis.

SMILES   C1=NS[C@H]2C[C@@H]2SC1
F_max   4.47 eV/Å
2S+1   1
Gap between HOMO and LUMO   8.95 eV
DFT total energy   -28455.6696 eV
E_LUMO   0.46 eV
Energy relative to the best compared isomer or geometry (same formula, charge and spin)   308.5 kJ/mol

The geometry in XYZ format:
```
15
Properties=species:S:1:pos:R:3:lowdin_charge:R:1
C -1.76 -0.25 -0.87 -0.215
N -1.06 -1.35 -1.16 -0.383
S 0.29 -1.88 -0.41 0.874
C 1.05 -0.50 0.63 -0.544
C 2.37 0.35 0.55 -0.100
C 1.03 0.86 -0.04 -0.632
S -0.31 1.92 0.48 0.851
C -1.61 0.62 0.44 -0.464
H -2.62 -0.09 -1.48 0.084
H 0.83 -0.42 1.74 0.114
H 3.15 0.07 -0.15 0.083
H 2.87 0.92 1.45 0.139
H 0.99 0.77 -1.04 0.037
H -1.47 -0.08 1.29 0.072
H -2.50 1.22 0.85 0.083
```

# 8
A cluster of 2 separate species, C5H7NS2 in total at a distorted geometry. Source: the OMol25 dataset; level of theory: the ωB97M-V functional and the def2-TZVPD basis.

⟨S²⟩   2.02
F_max   3.77 eV/Å
2S+1   3
Gap between HOMO and LUMO (alpha / beta)   7.21 / 5.62 eV
DFT total energy   -28453.0885 eV
E_LUMO (alpha / beta)   0.56 / -2.58 eV
Energy relative to the best compared isomer or geometry (same formula, charge and spin)   193.3 kJ/mol

The geometry in XYZ format:
```
15
Properties=species:S:1:pos:R:3:lowdin_charge:R:1
C -2.37 -1.15 -0.05 -0.708
C 1.03 0.47 0.00 -0.693
C 0.17 1.46 -0.28 -0.260
C -1.47 -1.97 -0.62 -0.090
C 1.89 0.59 1.26 -0.122
N -0.55 2.37 -0.54 0.185
S -3.05 0.18 0.41 0.700
S 1.52 -0.51 -1.37 0.794
H 0.43 -1.26 -1.48 -0.200
H -1.53 -2.05 -1.67 0.043
H -0.80 -2.58 0.01 0.085
H 2.81 1.22 1.16 0.085
H 2.14 -0.36 1.47 0.009
H 1.33 1.07 2.17 0.117
H -1.55 2.53 -0.47 0.056
```

# 9
A cluster of 2 separate species, C5H7NS3 in total at a distorted geometry. Source: the OMol25 dataset; level of theory: the ωB97M-V functional and the def2-TZVPD basis.

⟨S²⟩   2.01
F_max   2.62 eV/Å
2S+1   3
Gap between HOMO and LUMO (alpha / beta)   5.10 / 6.51 eV
DFT total energy   -39288.1583 eV
E_LUMO (alpha / beta)   0.67 / -2.47 eV
Energy relative to the best compared isomer or geometry (same formula, charge and spin)   234.4 kJ/mol

The geometry in XYZ format:
```
16
Properties=species:S:1:pos:R:3:lowdin_charge:R:1
C 2.29 -0.38 -0.69 -0.270
C 3.43 -0.20 0.05 -0.330
C 1.44 1.09 0.67 -0.537
C -2.27 0.37 -1.02 -0.479
C -2.08 -0.37 0.31 -0.970
N 1.17 0.29 -0.30 -0.026
S 3.07 1.14 1.21 0.981
S -1.80 1.40 0.37 0.745
S -3.57 -0.92 1.31 0.623
H 2.19 -1.05 -1.55 0.107
H 4.37 -0.58 -0.31 0.060
H -1.50 0.08 -1.82 0.096
H -3.27 0.63 -1.36 0.057
H -1.32 -1.17 0.39 0.058
H 0.74 1.75 1.04 -0.001
H -2.90 -2.09 1.71 -0.115
```

# 10
The molecule C5H7NSe at a distorted geometry. Source: the OMol25 dataset; level of theory: the ωB97M-V functional and the def2-TZVPD basis.

SMILES   C[Se]c1cc[nH]c1
F_max   3.36 eV/Å
2S+1   1
Gap between HOMO and LUMO   8.95 eV
DFT total energy   -72133.4181 eV
E_LUMO   0.91 eV
Energy relative to the best compared isomer or geometry (same formula, charge and spin)   0.0 kJ/mol

The geometry in XYZ format:
```
14
Properties=species:S:1:pos:R:3:lowdin_charge:R:1
C 1.33 2.15 -1.61 -0.348
Se 1.54 1.41 0.30 0.901
C -0.23 0.62 0.63 -0.590
C -0.78 -0.47 -0.15 -0.131
C -1.96 -0.83 0.47 -0.128
N -2.16 0.07 1.54 0.016
C -1.07 0.85 1.63 -0.212
H 1.57 3.21 -1.62 0.010
H 1.85 1.74 -2.39 -0.028
H 0.34 1.98 -1.95 0.000
H -0.25 -0.85 -1.12 0.134
H -2.75 -1.44 -0.03 0.118
H -2.95 0.13 2.17 0.147
H -0.99 1.61 2.37 0.111
```

# 11
The ion C5H7O3 with charge -1 at a distorted geometry. Source: the OMol25 dataset; level of theory: the ωB97M-V functional and the def2-TZVPD basis.

SMILES   O=CCCCC(=O)[O-]
F_max   4.07 eV/Å
2S+1   1
Gap between HOMO and LUMO   8.03 eV
DFT total energy   -11441.2533 eV
Charge   -1
E_LUMO   3.97 eV
Energy relative to the best compared isomer or geometry (same formula, charge and spin)   113.9 kJ/mol

The geometry in XYZ format:
```
15
Properties=species:S:1:pos:R:3:lowdin_charge:R:1
O 2.30 0.65 -1.10 0.039
C 1.42 0.00 -0.64 -0.327
C 1.39 -0.62 0.70 -0.211
C 0.20 -1.49 0.80 -0.234
C -1.27 -0.85 0.65 -0.119
C -1.34 0.62 -0.05 -0.765
O -2.15 0.60 -1.00 -0.089
O -0.56 1.45 0.40 -0.043
H 0.52 -0.01 -1.23 0.112
H 2.35 -1.21 1.06 0.144
H 1.42 0.28 1.36 0.128
H 0.15 -2.14 -0.02 0.077
H 0.17 -1.92 1.85 0.109
H -1.88 -1.65 0.16 0.077
H -1.88 -0.90 1.64 0.099
```

# 12
A structure of composition C5H7O3Tl at a distorted geometry. Source: the OMol25 dataset; level of theory: the ωB97M-V functional and the def2-TZVPD basis.

⟨S²⟩   0.76
F_max   6.28 eV/Å
2S+1   2
Gap between HOMO and LUMO (alpha / beta)   7.15 / 7.54 eV
DFT total energy   -16119.0196 eV
Charge   +1
E_LUMO (alpha / beta)   -4.84 / -5.66 eV
Energy relative to the best compared isomer or geometry (same formula, charge and spin)   424.4 kJ/mol

The geometry in XYZ format:
```
16
Properties=species:S:1:pos:R:3:lowdin_charge:R:1
C 1.33 -0.18 1.53 -0.021
H 1.94 0.38 2.48 0.147
H 1.37 -1.16 2.02 0.108
C 1.16 1.16 1.29 -0.367
H 1.22 1.96 2.05 0.057
C 0.42 -2.22 -0.95 0.090
C -0.28 -1.30 -0.27 0.003
O -0.49 0.16 -1.13 -0.155
C -1.63 0.82 -1.21 -0.658
O -2.74 0.37 -1.25 0.195
O -1.32 2.11 -0.94 -0.031
H 0.05 -3.25 -1.01 0.103
H 1.34 -1.90 -1.44 0.095
H -1.21 -1.57 0.24 0.130
H -2.10 2.65 -0.77 0.167
Tl 0.95 1.95 -0.63 1.135
```

Question: Which of these has the lowest energy relative to the best compared isomer or geometry (same formula, charge and spin)?
Answer: C5H7NSe

Question: The highest F_max belongs to which entry?
Answer: number 4

Question: Which value of 2S+1 does entry 8 give?
Answer: 3